a.
{"formula": "C4H6N2O2", "method": "ωB97M-V with the def2-TZVPD basis set", "symbols": ["H", "N", "C", "C", "C", "C", "N", "O", "O", "H", "H", "H", "H", "H"], "xyz": [[0.35500, 2.35497, -1.64806], [0.13001, 1.45916, -1.20088], [1.07415, 1.03262, -0.47545], [0.89435, -0.32375, 0.11129], [0.12099, -0.62822, 1.31830], [-0.42422, -1.07928, 0.01304], [-1.58130, -0.29513, -0.39479], [-2.05478, -0.58999, -1.46299], [-2.00709, 0.55331, 0.36683], [1.92261, 1.57935, -0.13549], [1.86966, -0.73142, 0.00406], [0.40527, -1.37173, 2.09031], [-0.43268, 0.10065, 1.74654], [-0.27199, -2.06053, -0.33271]], "spin_multiplicity": 1, "lumo_ev": 0.592}

=====

b.
{"formula": "C4H6N2O2", "method": "ωB97M-V with the def2-TZVPD basis set", "symbols": ["H", "N", "C", "O", "C", "O", "C", "N", "C", "H", "H", "H", "H", "H"], "xyz": [[-1.37677, -2.46998, 0.31006], [-0.43791, -2.31076, -0.02703], [-0.18588, -1.05221, -0.02759], [0.95464, -0.56431, -0.69188], [1.00554, 0.79513, -0.48672], [2.27405, 1.29148, -0.65363], [-0.18642, 1.28559, 0.07997], [-0.93190, 0.10483, 0.38171], [-2.15778, 0.15352, 1.12626], [2.41117, 2.25437, -0.41525], [-0.56630, 2.29405, 0.15415], [-2.46315, 1.14355, 1.23017], [-3.07878, -0.32255, 0.67412], [-2.01975, -0.36751, 2.17658]], "spin_multiplicity": 1, "lumo_ev": 0.441}

=====

Stability comparison, relative energies in hartree: a 0.1094; b 0.0000

=====

a.
{"formula": "C4H6N2O2", "method": "ωB97M-V with the def2-TZVPD basis set", "symbols": ["C", "C", "N", "C", "N", "C", "O", "O", "H", "H", "H", "H", "H", "H"], "xyz": [[0.25734, -0.65984, 1.72549], [-0.12373, 0.08498, 0.62892], [-0.81255, -0.32844, -0.56681], [-0.09128, -0.57075, -1.53009], [1.26786, -0.68551, -1.88246], [-0.74538, 1.40654, 1.16482], [-0.32452, 1.82498, 2.17701], [-1.69376, 2.10170, 0.42269], [0.55292, -1.74770, 1.40734], [0.41823, -0.30873, 2.82299], [-0.73084, -0.55818, -2.40625], [1.99777, -0.70340, -1.18310], [1.80410, -1.31165, -2.54414], [-1.77615, 1.45601, -0.23643]], "spin_multiplicity": 1, "lumo_ev": 0.460}

=====

b.
{"formula": "C4H6N2O2", "method": "ωB97M-V with the def2-TZVPD basis set", "symbols": ["C", "C", "C", "C", "H", "H", "H", "H", "H", "H", "N", "N", "O", "O"], "xyz": [[1.17289, 0.04568, -0.10752], [-1.67758, -0.76831, -0.04393], [-1.16547, 0.52601, 0.52120], [0.00824, 0.74077, -0.39718], [1.55935, -2.05898, 0.93999], [-1.99323, -1.45661, 0.71389], [-2.22904, -0.67402, -0.99406], [-1.04638, 0.49448, 1.73576], [-1.40090, 2.27784, -0.67513], [-0.29130, 0.33745, -1.30700], [0.78363, -1.16893, 0.28843], [-0.74590, 2.00216, 0.09356], [2.30608, 0.53777, -0.00477], [-0.41747, -1.53998, -0.36059]], "spin_multiplicity": 1, "lumo_ev": 0.219}

=====

c.
{"formula": "C4H6N2O2", "method": "ωB97M-V with the def2-TZVPD basis set", "symbols": ["C", "N", "C", "N", "C", "O", "C", "O", "H", "H", "H", "H", "H", "H"], "xyz": [[-0.62160, -1.73254, -0.00434], [-0.05245, -0.41024, -0.11782], [-0.87615, 0.69119, -0.49551], [-0.54252, 1.77411, 0.39405], [0.72311, 1.87874, 0.62311], [1.70650, 1.14530, 0.03838], [1.32333, -0.15896, 0.07210], [2.15389, -1.05694, 0.09786], [-1.45362, -1.86479, -0.70196], [-0.99879, -1.84970, 1.01623], [0.11568, -2.51873, -0.18862], [-1.93232, 0.43003, -0.37766], [-0.68815, 0.95166, -1.54371], [1.14307, 2.72088, 1.18789]], "spin_multiplicity": 1, "lumo_ev": 0.808}

=====

d.
{"formula": "C4H6N2O2", "method": "ωB97M-V with the def2-TZVPD basis set", "symbols": ["C", "C", "C", "C", "N", "N", "O", "O", "H", "H", "H", "H", "H", "H"], "xyz": [[2.15000, 0.20333, 0.17016], [-0.86932, 1.04510, 0.62119], [-1.72747, -0.12469, 0.36636], [0.81925, -0.15264, -0.19489], [1.60993, 0.48107, -1.14548], [0.17537, -1.41191, -0.19906], [3.05046, 0.59827, 0.91239], [-0.90068, -1.32613, 0.69697], [-0.73263, 1.81753, -0.18023], [-0.70020, 1.16500, 1.64908], [-2.62596, -0.38229, 1.09876], [-2.04540, -0.19340, -0.68397], [1.82776, 0.07941, -2.04528], [-0.03109, -1.79864, -1.06601]], "spin_multiplicity": 1, "lumo_ev": [0.118, 0.118]}

=====

Stability comparison, relative energies in hartree: a 0.0706; b 0.2605; c 0.0000; d 0.2152

=====

a.
{"formula": "C4H6N2O2", "method": "ωB97M-V with the def2-TZVPD basis set", "symbols": ["O", "C", "N", "C", "O", "C", "C", "N", "H", "H", "H", "H", "H", "H"], "xyz": [[0.80704, -1.82205, -0.95440], [1.32035, -1.39987, 0.28434], [0.80149, -0.23834, 1.04915], [0.14061, 0.98567, 0.73297], [0.62962, 2.08765, 1.09911], [-0.89834, 0.82471, -0.25051], [-1.00574, 0.00924, -1.46602], [-1.92559, -0.18694, -0.24891], [2.31678, -1.76938, 0.79524], [1.39404, -0.04230, 1.64811], [-1.54502, 1.85894, -0.58467], [-1.29244, 0.32625, -2.59139], [-0.11522, -0.72553, -1.72721], [-1.72391, -1.31436, -0.10418]], "spin_multiplicity": 1, "lumo_ev": -0.723}

=====

b.
{"formula": "C4H6N2O2", "method": "ωB97M-V with the def2-TZVPD basis set", "symbols": ["C", "C", "N", "O", "C", "O", "N", "C", "H", "H", "H", "H", "H", "H"], "xyz": [[2.26008, -0.17727, 0.28574], [0.69248, -0.18294, 0.14585], [-0.06870, -1.21766, 0.16839], [-1.23021, -0.93794, -0.68138], [-2.38270, -0.45631, 0.11649], [-1.64887, 0.67902, 0.83432], [-0.90975, 1.46123, -0.18277], [0.17110, 0.93551, -0.49512], [2.94575, -1.22858, 0.06371], [2.41399, 0.32536, 1.35128], [2.68645, 0.52902, -0.58443], [-2.88410, -1.13756, 0.97158], [-2.97973, -0.21754, -0.82527], [0.93421, 1.62566, -1.16840]], "spin_multiplicity": 1, "lumo_ev": 0.021}

=====

Stability comparison, relative energies in hartree: a 0.0000; b 0.0398

=====

a.
{"formula": "C4H6N2O2", "method": "ωB97M-V with the def2-TZVPD basis set", "symbols": ["C", "N", "N", "C", "C", "O", "O", "C", "H", "H", "H", "H", "H", "H"], "xyz": [[0.88017, 0.25317, -3.62636], [0.97499, 0.81526, -2.40857], [-0.02929, 0.09158, -1.61143], [-0.27834, 0.53885, -0.45600], [-0.42918, -0.29871, 0.94274], [-0.46413, -1.54784, 1.06097], [-0.17585, 0.51878, 1.96045], [-0.43851, -0.16385, 3.34432], [-0.06244, -0.59956, -3.64200], [1.84272, 0.37642, -4.34302], [-0.31276, 1.54127, -0.07086], [0.05448, -1.20168, 3.22912], [-1.47263, -0.52755, 3.28149], [0.04568, 0.31900, 4.28577]], "spin_multiplicity": 1, "lumo_ev": -0.414}

=====

b.
{"formula": "C4H6N2O2", "method": "ωB97M-V with the def2-TZVPD basis set", "symbols": ["C", "C", "C", "C", "H", "H", "H", "H", "H", "H", "N", "N", "O", "O"], "xyz": [[1.59552, 0.22667, 0.33710], [0.25199, 0.77863, -0.36052], [-1.72480, -0.91252, -0.23650], [0.24454, -0.45369, 0.50806], [2.39840, -1.34999, -0.85837], [1.93073, 0.81231, 1.21111], [0.27068, 0.50969, -1.38529], [-1.43568, 2.17413, 0.40281], [-2.52390, -1.66884, -0.32309], [-0.09927, -0.28418, 1.54360], [-1.10268, 1.34390, -0.16974], [-1.99946, 0.34358, -0.15804], [2.66268, -0.08679, -0.44710], [-0.46876, -1.43290, -0.06402]], "spin_multiplicity": 1, "lumo_ev": -0.263}

=====

c.
{"formula": "C4H6N2O2", "method": "ωB97M-V with the def2-TZVPD basis set", "symbols": ["O", "C", "N", "N", "C", "C", "C", "O", "H", "H", "H", "H", "H", "H"], "xyz": [[-2.30688, -1.07077, -0.30621], [-1.33861, -0.43075, -0.02375], [-1.38840, 0.96087, 0.36335], [-0.07972, 1.54782, 0.20807], [0.51452, 0.57724, -0.65800], [1.41855, -0.56387, -0.71027], [0.11456, -0.78779, 0.07958], [0.46851, -0.59612, 1.43015], [-2.16466, 1.43047, -0.10831], [0.35328, 1.45087, 1.11343], [0.00636, 0.57689, -1.62578], [1.64258, -1.01525, -1.66059], [2.20169, -0.61952, 0.05292], [0.55823, -1.46010, 1.84542]], "spin_multiplicity": 1, "lumo_ev": 0.733}

=====

Stability comparison, relative energies in hartree: a 0.0254; b 0.0870; c 0.0000

=====

a.
{"formula": "C4H6N2O2", "method": "ωB97M-V with the def2-TZVPD basis set", "symbols": ["C", "C", "C", "N", "C", "O", "N", "O", "H", "H", "H", "H", "H", "H"], "xyz": [[-1.34223, -1.17735, 0.38613], [-0.12175, -0.33865, 0.33936], [1.05897, -0.69885, -0.48274], [0.63761, 0.22627, -1.53965], [0.14166, 1.35826, -1.18464], [-0.15539, 2.41728, -1.59982], [-0.20052, 0.92629, 0.77326], [1.07082, 1.39272, 1.25040], [-1.61850, -1.32339, 1.43377], [-2.16955, -0.68409, -0.12401], [-1.17879, -2.15822, -0.05745], [2.01451, -0.43077, -0.03312], [1.03783, -1.71319, -0.87504], [0.82532, 2.20370, 1.71357]], "spin_multiplicity": 1, "lumo_ev": [-0.488, -0.488]}

=====

b.
{"formula": "C4H6N2O2", "method": "ωB97M-V with the def2-TZVPD basis set", "symbols": ["C", "C", "C", "C", "H", "H", "H", "H", "H", "H", "N", "N", "O", "O"], "xyz": [[-1.70305, -0.41095, -0.10890], [0.74827, 0.25868, 0.41665], [1.82854, -0.63321, -0.02743], [0.41238, -0.79553, -0.49130], [-2.13887, 1.87545, 0.40615], [0.06238, 2.07584, 0.43778], [0.31100, -0.13885, 1.48914], [2.59003, -0.34832, -0.78057], [2.39066, -1.37744, 0.72404], [0.42267, -0.71458, -1.51423], [-1.33256, 0.83381, -0.30616], [0.08090, 1.41572, -0.27461], [-2.90570, -0.60296, 0.04342], [-0.76665, -1.43767, -0.01398]], "spin_multiplicity": 1, "lumo_ev": -0.595}

=====

Stability comparison, relative energies in hartree: a 0.0000; b 0.1118

=====

a.
{"formula": "C4H6N2O2", "method": "ωB97M-V with the def2-TZVPD basis set", "symbols": ["N", "C", "O", "C", "O", "N", "C", "C", "H", "H", "H", "H", "H", "H"], "xyz": [[2.74317, 0.41830, -0.02966], [1.66337, -0.40542, -0.10824], [1.69390, -1.59019, -0.23976], [0.32378, 0.31368, -0.19623], [0.38829, 1.52711, -0.01966], [-0.81324, -0.51760, -0.45870], [-1.71620, -0.55142, 0.67448], [-2.14824, 0.15254, -0.51742], [3.61472, -0.09940, -0.01050], [2.52604, 1.32920, 0.29793], [-1.36316, 0.08860, 1.49017], [-2.03714, -1.55344, 0.93278], [-2.88121, -0.34323, -1.20670], [-1.99409, 1.23128, -0.60849]], "spin_multiplicity": 1, "lumo_ev": 0.272}

=====

b.
{"formula": "C4H6N2O2", "method": "ωB97M-V with the def2-TZVPD basis set", "symbols": ["O", "C", "C", "O", "C", "N", "N", "C", "H", "H", "H", "H", "H", "H"], "xyz": [[2.06633, 0.08817, -0.26406], [1.13386, 0.03087, 0.79987], [-0.33422, 0.09020, 0.37237], [-1.12849, -0.28261, 1.45916], [-0.52401, -0.93833, -0.72289], [-0.81568, -0.44305, -1.83364], [-0.97531, 0.90272, -1.64159], [-0.68879, 1.23993, -0.39368], [1.79417, -0.63032, -0.86233], [1.16329, -0.85526, 1.40425], [1.37744, 0.98560, 1.36393], [-1.98448, -0.44646, 1.09353], [-0.31936, -2.01843, -0.64049], [-0.76476, 2.27698, -0.13442]], "spin_multiplicity": 1, "lumo_ev": -0.486}

=====

Stability comparison, relative energies in hartree: a 0.0000; b 0.0611